1.
The following is a DFT calculation (ωB97M-V with the def2-TZVPD basis set) of a cluster of 4 separate species, C32H37BrCl2F2NO12PS in total at a distorted geometry.

Results
F_max ... 1.50 eV/Å
Gap between HOMO and LUMO ... 8.21 eV
HOMO ... -8.342 eV
Lowest unoccupied orbital energy ... -0.136 eV
SMILES ... CCc1c(F)c(O)c(C)c2c1Sc1c([C@H](F)CC)c(CC(=O)Br)c([PH2]=O)c(Cl)c1N2Cl.C[C@@H]1COC(=O)O1.C[C@@H]1COC(=O)O1.C[C@@H]1COC(=O)O1

The geometry in XYZ format:
```
89
C32H37BrCl2F2NO12PS | the OMol25 dataset | ωB97M-V with the def2-TZVPD basis set
C 3.047 0.064 5.404
C 2.829 1.444 4.746
C 3.121 1.414 3.271
C 4.401 1.571 2.776
F 5.410 1.779 3.634
C 4.675 1.539 1.409
O 5.987 1.716 1.059
C 3.667 1.353 0.474
C 3.893 1.346 -1.015
C 2.364 1.172 0.966
C 2.112 1.213 2.330
S 0.421 0.987 2.835
C -0.064 -0.261 1.657
C -0.920 -1.318 1.992
C -1.416 -1.351 3.415
F -1.774 -2.621 3.843
C -2.525 -0.324 3.723
C -3.435 0.054 2.556
C -1.263 -2.235 0.985
C -2.171 -3.427 1.258
C -3.657 -3.086 1.326
O -4.229 -2.635 0.420
Br -4.618 -3.494 2.993
C -0.728 -2.092 -0.311
P -1.126 -3.298 -1.638
O -2.556 -3.673 -1.737
C 0.126 -1.039 -0.616
Cl 0.845 -0.777 -2.183
C 0.457 -0.118 0.377
N 1.315 0.967 0.018
Cl 0.380 2.453 -0.156
H 2.325 -0.091 6.201
H 4.055 -0.017 5.802
H 2.892 -0.717 4.660
H 1.800 1.739 4.929
H 3.461 2.201 5.207
H 6.072 1.550 0.116
H 4.935 1.232 -1.306
H 3.257 0.607 -1.486
H 3.580 2.318 -1.404
H -0.568 -1.056 4.037
H -1.985 0.582 3.996
H -3.066 -0.681 4.597
H -2.895 0.446 1.698
H -4.099 -0.761 2.290
H -4.083 0.859 2.899
H -2.112 -4.137 0.438
H -1.868 -3.976 2.140
H -0.299 -4.415 -1.356
H -0.655 -2.762 -2.834
C -6.035 3.347 6.314
C -4.592 2.953 6.125
C -3.591 4.015 6.515
O -2.480 3.708 5.663
C -2.984 3.127 4.545
O -2.373 2.951 3.542
O -4.280 2.775 4.731
H -6.234 3.596 7.357
H -6.284 4.205 5.689
H -6.695 2.533 6.019
H -4.385 2.010 6.638
H -3.299 3.967 7.561
H -3.936 5.026 6.283
C -1.991 1.726 -6.420
C -0.659 1.259 -6.950
C 0.379 0.991 -5.888
O 1.603 1.243 -6.601
C 1.326 2.152 -7.566
O 2.144 2.748 -8.189
O -0.014 2.290 -7.724
H -2.416 0.986 -5.741
H -1.883 2.675 -5.893
H -2.692 1.892 -7.237
H -0.792 0.388 -7.599
H 0.354 -0.030 -5.506
H 0.316 1.693 -5.051
C 3.999 -3.294 -7.085
C 3.258 -3.248 -5.773
C 2.364 -4.437 -5.510
O 1.353 -3.866 -4.663
C 1.260 -2.559 -4.991
O 0.371 -1.840 -4.646
O 2.300 -2.171 -5.753
H 4.634 -4.179 -7.139
H 3.300 -3.305 -7.922
H 4.624 -2.410 -7.202
H 3.957 -3.089 -4.948
H 2.872 -5.255 -5.006
H 1.882 -4.814 -6.415
```

***

2.
The following is a DFT calculation (ωB97M-V with the def2-TZVPD basis set) of a structure of composition C32H37BrN4O2Tl.

Results
F_max ... 0.67 eV/Å
Energy relative to the best compared isomer or geometry (same formula, charge and spin) ... 0.067 eV
Gap between HOMO and LUMO ... 5.38 eV
HOMO ... -3.192 eV
Lowest unoccupied orbital energy ... 2.188 eV
Total charge ... -1

The geometry in XYZ format:
```
77
C32H37BrN4O2Tl | the OMol25 dataset | ωB97M-V with the def2-TZVPD basis set
Tl 0.117 -0.281 -0.584
C -2.116 -1.331 -2.213
C -1.860 -2.403 -1.321
C -0.650 -3.010 -1.716
C -0.157 -2.320 -2.843
C -1.062 -1.285 -3.152
C -0.960 -0.300 -4.288
C 1.105 -2.673 -3.581
C 0.019 -4.187 -1.058
C -2.745 -2.897 -0.206
C -3.333 -0.442 -2.253
H -1.954 0.004 -4.630
H -0.437 -0.732 -5.146
H -0.429 0.618 -4.007
H 1.024 -3.637 -4.098
H 1.965 -2.747 -2.905
H 1.349 -1.919 -4.332
H -0.121 -5.125 -1.613
H -0.371 -4.356 -0.049
H 1.101 -4.029 -0.975
H -2.913 -3.977 -0.279
H -3.725 -2.417 -0.237
H -2.331 -2.702 0.791
H -3.848 -0.509 -3.219
H -3.096 0.614 -2.097
H -4.056 -0.723 -1.483
Br -5.640 5.106 -1.231
C -3.995 4.135 -1.267
C -3.317 3.966 -2.491
C -2.124 3.307 -2.524
C -1.494 2.760 -1.342
O -0.364 2.218 -1.412
C -2.251 2.915 -0.113
C -1.825 2.420 1.164
N -0.869 1.597 1.410
C -0.474 1.373 2.716
C -0.306 2.384 3.638
C 0.201 2.130 4.930
C 0.561 0.871 5.312
C 0.413 -0.201 4.397
C 0.779 -1.529 4.711
C 0.626 -2.514 3.784
C 0.078 -2.178 2.527
N -0.288 -0.967 2.206
C -0.114 0.035 3.106
C -3.474 3.625 -0.118
H -3.751 4.359 -3.402
H -1.599 3.160 -3.459
H -2.426 2.782 2.013
H -0.527 3.400 3.337
H 0.317 2.956 5.623
H 0.959 0.678 6.301
H 1.186 -1.744 5.695
H 0.915 -3.537 3.992
H -0.060 -2.937 1.760
H -4.007 3.750 0.819
C 3.700 -4.065 1.288
N 3.800 -2.890 2.131
C 4.772 -2.916 3.205
C 4.386 -1.892 4.252
C 4.317 -0.537 3.583
N 3.446 -0.586 2.425
C 2.935 0.690 1.960
C 3.266 -1.711 1.650
O 2.621 -1.687 0.612
H 3.603 -4.949 1.920
H 4.580 -4.189 0.646
H 2.825 -3.977 0.651
H 5.785 -2.706 2.830
H 4.787 -3.922 3.626
H 5.100 -1.880 5.077
H 3.399 -2.148 4.642
H 5.326 -0.213 3.290
H 3.923 0.216 4.270
H 2.361 1.171 2.756
H 2.287 0.532 1.105
H 3.752 1.356 1.660
```

***

3.
The following is a DFT calculation (ωB97M-V with the def2-TZVPD basis set) of a structure of composition C32H37Cl5CrN3SSi.

Results
2S+1 ... 2
F_max ... 0.76 eV/Å
Energy relative to the best compared isomer or geometry (same formula, charge and spin) ... 0.552 eV
Gap between HOMO and LUMO (spin up / spin down) ... 7.47 / 7.85 eV
HOMO (spin up / spin down) ... -7.679 / -7.668 eV
Lowest unoccupied orbital energy (spin up / spin down) ... -0.214 / 0.179 eV

The geometry in XYZ format:
```
80
C32H37Cl5CrN3SSi | the OMol25 dataset | ωB97M-V with the def2-TZVPD basis set
Cr 0.268 0.328 0.961
Cl 2.307 -0.269 2.890
C 1.420 1.101 3.515
C 0.340 1.525 2.750
C -0.417 2.503 3.393
Cl -1.933 3.033 2.706
C -0.074 3.077 4.620
Cl -1.050 4.302 5.339
C 1.071 2.652 5.288
Cl 1.524 3.351 6.793
C 1.828 1.623 4.735
Cl 3.210 1.025 5.564
C -2.364 0.343 -5.239
Si -2.824 -0.408 -3.578
C -4.697 -0.490 -3.431
C -2.091 -2.125 -3.479
C -2.217 0.799 -2.251
C -2.548 2.137 -2.420
C -2.119 3.121 -1.537
C -1.340 2.734 -0.469
N -1.032 1.455 -0.242
C -1.455 0.498 -1.105
S -0.901 -1.058 -0.596
H -2.717 -0.291 -6.055
H -1.279 0.432 -5.332
H -2.791 1.337 -5.383
H -5.126 -1.080 -4.243
H -5.147 0.505 -3.466
H -4.991 -0.954 -2.487
H -2.440 -2.692 -4.348
H -2.395 -2.654 -2.577
H -1.001 -2.103 -3.495
H -3.147 2.435 -3.276
H -2.362 4.163 -1.685
H -0.942 3.455 0.225
C 3.776 -1.851 -3.883
C 3.227 -1.829 -2.482
C 3.154 -2.991 -1.728
C 2.649 -2.952 -0.437
C 2.549 -4.201 0.395
C 2.239 -1.738 0.095
C 2.295 -0.540 -0.629
C 2.791 -0.628 -1.936
N 1.753 0.664 -0.081
C 2.380 1.948 -0.511
C 1.783 2.507 -1.816
C 3.912 1.800 -0.620
C 2.141 2.999 0.575
H 3.828 -2.867 -4.272
H 4.784 -1.432 -3.912
H 3.156 -1.260 -4.559
H 3.480 -3.934 -2.154
H 2.723 -5.091 -0.209
H 1.560 -4.292 0.850
H 3.284 -4.198 1.203
H 1.823 -1.764 1.092
H 2.843 0.243 -2.564
H 1.660 1.762 -2.596
H 2.429 3.301 -2.199
H 0.803 2.943 -1.637
H 4.247 1.439 -1.590
H 4.285 1.117 0.143
H 4.376 2.774 -0.455
H 1.087 3.111 0.809
H 2.522 3.961 0.227
H 2.665 2.736 1.496
C -3.963 -2.797 4.806
C -2.965 -2.064 3.961
C -3.318 -0.939 3.224
C -2.371 -0.303 2.446
N -1.105 -0.716 2.366
C -0.759 -1.799 3.064
C -1.646 -2.490 3.866
H -4.856 -2.197 4.972
H -3.537 -3.061 5.774
H -4.266 -3.725 4.317
H -4.328 -0.552 3.252
H -2.626 0.571 1.861
H 0.271 -2.117 2.978
H -1.300 -3.358 4.414
```

***

4.
The following is a DFT calculation (ωB97M-V with the def2-TZVPD basis set) of a structure of composition C32H37ClFN5O6S2Sb2Ti.

Results
2S+1 ... 3
F_max ... 0.98 eV/Å
Energy relative to the best compared isomer or geometry (same formula, charge and spin) ... 3.568 eV
Gap between HOMO and LUMO (spin up / spin down) ... 7.32 / 7.12 eV
HOMO (spin up / spin down) ... -7.785 / -7.980 eV
Lowest unoccupied orbital energy (spin up / spin down) ... -0.464 / -0.858 eV

The geometry in XYZ format:
```
87
C32H37ClFN5O6S2Sb2Ti | the OMol25 dataset | ωB97M-V with the def2-TZVPD basis set
Ti -0.420 -1.713 0.268
S -2.640 -4.822 0.145
C -2.410 -3.781 -1.231
N -1.694 -2.689 -1.361
C -1.760 -2.235 -2.697
C -1.055 -1.166 -3.256
C -1.232 -0.867 -4.592
C -2.091 -1.613 -5.401
C -2.765 -2.698 -4.878
C -2.581 -2.997 -3.532
S -3.268 -4.304 -2.638
H -0.339 -0.617 -2.663
H -0.677 -0.041 -5.017
H -2.214 -1.354 -6.443
H -3.413 -3.305 -5.494
C 1.477 2.802 4.156
Sb 0.827 2.841 2.112
C 1.566 4.833 1.739
C -1.195 3.472 2.632
C -1.905 4.156 1.515
C -1.731 5.536 1.358
C -2.342 6.248 0.345
C -3.173 5.586 -0.550
C -3.371 4.228 -0.399
C -2.748 3.490 0.612
C -3.066 2.029 0.685
Sb -2.134 0.735 -0.803
C -3.823 0.678 -2.134
C -0.966 2.152 -1.911
H 0.878 2.074 4.697
H 1.347 3.792 4.591
H 2.525 2.515 4.216
H 1.344 5.483 2.584
H 1.115 5.243 0.837
H 2.645 4.788 1.601
H -1.055 4.145 3.478
H -1.694 2.576 2.986
H -1.101 6.057 2.069
H -2.182 7.315 0.261
H -3.670 6.124 -1.345
H -4.034 3.708 -1.083
H -4.131 1.900 0.481
H -2.849 1.583 1.652
H -3.464 0.538 -3.152
H -4.386 1.607 -2.069
H -4.475 -0.156 -1.876
H -1.337 2.185 -2.934
H 0.078 1.843 -1.910
H -1.054 3.139 -1.459
Cl 2.808 -4.551 -2.522
C 2.652 -3.077 -1.587
C 3.856 -2.739 -0.765
C 3.219 -0.282 -0.383
C 1.891 -0.345 -0.452
N 1.033 -1.276 -1.037
C 1.484 -2.425 -1.670
H 4.692 -3.330 -1.152
H 3.633 0.558 0.161
H 1.344 0.453 0.043
H 0.732 -2.900 -2.296
F 6.140 0.091 -1.219
C 5.587 -0.939 -0.583
C 4.202 -1.249 -0.994
N 3.668 -3.108 0.653
C 2.515 -3.912 1.040
C 1.254 -3.100 1.159
O 1.246 -1.948 1.624
O 0.138 -3.562 0.688
C 4.726 -3.177 1.524
O 4.659 -3.741 2.599
N 5.959 -2.635 1.157
C 6.446 -1.583 0.371
O 7.606 -1.237 0.523
H 4.201 -1.118 -2.084
H 2.736 -4.322 2.028
H 2.345 -4.737 0.347
H 6.656 -2.889 1.847
N -3.010 -2.323 2.336
C -1.869 -2.030 3.217
C -1.193 -0.696 2.913
O -0.900 0.078 3.791
O -0.984 -0.471 1.628
H -3.884 -2.214 2.838
H -2.587 -3.844 1.105
H -3.052 -1.630 1.594
H -1.096 -2.802 3.115
H -2.205 -2.030 4.251
```

***

5.
The following is a DFT calculation (ωB97M-V with the def2-TZVPD basis set) of a structure of composition C32H37ClGaN2Si2 at a distorted geometry.

Results
F_max ... 4.33 eV/Å
Energy relative to the best compared isomer or geometry (same formula, charge and spin) ... 5.215 eV
Gap between HOMO and LUMO (spin up / spin down) ... 5.07 / 4.90 eV
HOMO (spin up / spin down) ... -9.162 / -8.994 eV
Lowest unoccupied orbital energy (spin up / spin down) ... -4.095 / -4.098 eV
Total charge ... +1

The geometry in XYZ format:
```
75
C32H37ClGaN2Si2 | the OMol25 dataset | ωB97M-V with the def2-TZVPD basis set
C 3.499 3.432 -2.673
C 3.103 2.087 -2.811
C 1.721 1.986 -2.424
H 3.695 1.270 -3.232
C 1.286 3.329 -2.076
C 2.393 4.188 -2.205
H 2.368 5.260 -2.021
H 4.475 3.841 -2.917
H 1.074 1.135 -2.641
H 0.273 3.613 -1.787
Ga 1.897 1.789 -0.103
Si -1.749 -0.276 -1.120
C -1.829 -2.112 -0.590
C -2.662 -2.481 0.480
H -3.160 -1.713 1.087
C -2.942 -3.824 0.751
H -3.525 -4.085 1.642
C -2.452 -4.809 -0.104
H -2.707 -5.857 0.079
C -1.586 -4.459 -1.142
H -1.129 -5.240 -1.761
C -1.259 -3.112 -1.368
H -0.559 -2.845 -2.165
C -3.639 -0.097 -1.086
C -4.444 -1.017 -1.792
H -3.982 -1.714 -2.496
C -5.822 -1.120 -1.561
H -6.422 -1.855 -2.101
C -6.439 -0.280 -0.620
H -7.506 -0.357 -0.425
C -5.674 0.671 0.048
H -6.135 1.333 0.799
C -4.314 0.798 -0.247
H -3.773 1.605 0.232
H -1.176 -0.216 -2.475
Si -0.985 -1.344 2.643
C -1.233 0.201 1.589
C -0.660 0.378 0.233
H 0.312 -0.118 0.048
C -1.038 1.567 -0.542
H -0.609 1.807 -1.535
C -1.647 2.661 0.125
H -1.850 3.558 -0.459
C -2.019 2.549 1.452
H -2.519 3.393 1.936
C -1.865 1.324 2.139
H -2.280 1.230 3.150
C 0.346 -2.462 1.964
C 1.370 -2.009 1.096
H 1.725 -0.977 1.198
C 1.873 -2.842 0.096
H 2.526 -2.455 -0.698
C 1.532 -4.196 0.125
H 1.813 -4.836 -0.707
C 0.809 -4.725 1.197
H 0.610 -5.804 1.246
C 0.244 -3.864 2.145
H -0.372 -4.259 2.952
H -0.719 -0.985 3.987
Cl 1.638 1.207 2.153
N 2.884 3.527 0.741
C 4.057 3.256 1.668
C 5.064 2.291 1.071
C 4.567 0.840 0.993
N 3.707 0.662 -0.233
H 2.147 3.986 1.293
H 3.175 4.224 0.054
H 4.479 4.237 1.914
H 3.646 2.873 2.596
H 5.395 2.636 0.080
H 5.966 2.319 1.698
H 5.384 0.090 0.966
H 3.930 0.614 1.864
H 3.464 -0.326 -0.335
H 4.235 0.906 -1.081
```

***

6.
The following is a DFT calculation (ωB97M-V with the def2-TZVPD basis set) of a structure of composition C32H37IKN5O5STe at a distorted geometry.

Results
F_max ... 2.44 eV/Å
Energy relative to the best compared isomer or geometry (same formula, charge and spin) ... 2.448 eV
Gap between HOMO and LUMO ... 4.34 eV
HOMO ... -0.610 eV
Lowest unoccupied orbital energy ... 3.728 eV
Total charge ... -2

The geometry in XYZ format:
```
83
C32H37IKN5O5STe | the OMol25 dataset | ωB97M-V with the def2-TZVPD basis set
K 0.116 0.844 -0.642
C 0.983 -0.181 4.100
C 1.809 0.965 3.594
N 2.544 1.624 4.460
C 3.361 2.604 4.019
C 3.545 2.886 2.690
C 4.551 3.919 2.254
O 4.036 4.915 1.371
C 2.770 2.197 1.728
C 3.101 2.240 0.331
N 2.263 2.167 -0.644
C 2.637 1.661 -1.859
C 3.470 0.531 -1.935
C 3.764 -0.071 -3.142
C 3.245 0.439 -4.323
C 2.427 1.561 -4.281
C 2.135 2.156 -3.070
I 1.015 3.925 -3.035
C 1.772 1.255 2.172
O 0.987 0.656 1.395
H 1.362 -0.500 5.069
H 1.024 -1.010 3.387
H -0.069 0.090 4.203
H 3.904 3.148 4.787
H 5.407 3.415 1.777
H 4.934 4.455 3.124
H 3.451 4.473 0.747
H 4.179 2.260 0.095
H 3.821 0.102 -1.006
H 4.391 -0.954 -3.158
H 3.462 -0.035 -5.273
H 2.035 1.970 -5.203
N -1.282 3.234 0.239
C -2.637 3.417 -0.283
C -2.683 3.248 -1.798
C -2.236 1.833 -2.254
O -3.130 1.002 -2.502
O -0.995 1.653 -2.368
H -1.221 3.516 1.209
H -0.623 3.790 -0.297
H -3.055 4.409 -0.031
H -3.281 2.668 0.176
H -2.019 3.984 -2.263
H -3.706 3.420 -2.136
Te -0.014 -3.113 0.645
C -0.726 -4.368 2.194
C -1.177 -3.811 3.400
C -1.672 -4.590 4.432
C -1.742 -5.974 4.303
C -1.290 -6.552 3.122
C -0.792 -5.764 2.096
H -1.133 -2.733 3.516
H -2.007 -4.122 5.353
H -2.141 -6.587 5.103
H -1.326 -7.631 3.008
H -0.440 -6.240 1.187
O 0.902 -1.039 -1.706
S -0.384 -1.603 -2.191
C 0.074 -3.237 -2.906
C 0.645 -2.958 -4.283
C -0.357 -2.006 -4.926
C -0.577 -0.904 -3.901
H -0.845 -3.826 -2.952
H 0.765 -3.701 -2.208
H 0.790 -3.869 -4.871
H 1.609 -2.452 -4.169
H -1.292 -2.543 -5.116
H 0.004 -1.607 -5.879
H -1.554 -0.426 -3.944
H 0.188 -0.130 -3.948
N -1.693 0.330 2.262
C -2.787 0.189 1.454
C -3.995 0.842 1.772
C -5.112 0.587 1.009
C -5.013 -0.293 -0.062
C -3.774 -0.861 -0.314
N -2.692 -0.652 0.423
H -1.635 1.203 2.758
H -0.793 0.014 1.891
H -4.023 1.527 2.613
H -6.053 1.072 1.246
H -5.868 -0.519 -0.683
H -3.638 -1.533 -1.154
```